Molecular formula: C24H55F3O12
Method: DFT, ωB97M-V with the def2-TZVPD basis set

Values from the calculation:
lowest unoccupied orbital energy (spin up / spin down) = -2.2 / -8.8 eV
F_max = 0.0976 hartree/bohr
gap between HOMO and LUMO (spin up / spin down) = 8.5 / 2.0 eV
2S+1 = 2
E = -58485.261 eV
total charge = +1

Cartesian coordinates (Å):
C: 14.5248 -33.8085 13.4899
C: 11.4081 -37.7539 15.0480
H: 9.6184 -37.8603 13.9256
H: 12.5441 -33.0598 11.9008
H: 14.7611 -32.8774 12.9747
H: 14.0996 -37.6096 15.8914
C: 10.7637 -35.3040 9.6090
H: 18.1503 -36.6082 7.5223
C: 13.2722 -42.9289 10.0464
O: 15.5867 -38.7833 13.1576
H: 13.2186 -42.0350 9.4251
F: 17.6804 -40.7591 11.8345
C: 17.6493 -35.6844 7.8114
H: 24.3480 -35.3164 11.0092
H: 14.3090 -43.2607 9.9913
H: 11.9476 -41.2469 13.4326
F: 17.0968 -40.6871 13.9927
H: 14.9048 -33.4011 10.4298
O: 20.3507 -35.8786 12.8613
H: 15.1319 -36.7189 13.1862
O: 17.2724 -37.7123 12.0985
H: 19.5837 -34.3772 14.0785
C: 14.0449 -37.6432 11.6086
H: 13.0491 -37.9509 17.4062
H: 15.8729 -36.4518 8.7828
H: 11.0702 -35.3277 8.5633
H: 20.6006 -34.3712 7.6937
H: 19.3835 -33.6811 6.5863
C: 19.6661 -34.5602 7.1654
H: 12.0112 -37.0363 14.4918
C: 14.9159 -34.3945 9.9812
H: 19.2420 -35.2977 11.2114
H: 14.5179 -41.5157 11.8604
H: 14.8292 -37.5444 10.8582
C: 12.2635 -33.8813 12.5599
C: 17.6452 -40.0251 12.9381
H: 20.9521 -37.2868 10.4199
C: 21.2163 -36.2395 10.5663
C: 14.7168 -37.7027 12.9672
H: 13.9667 -37.9222 13.7270
O: 13.2777 -42.5908 14.1824
H: 10.6607 -39.3369 10.8013
H: 23.2241 -34.3857 9.9735
H: 14.0608 -39.1226 16.6493
C: 13.0280 -41.3835 13.4774
H: 15.1176 -35.0598 10.8207
C: 12.9016 -42.5234 15.5695
H: 13.4164 -40.4827 13.9527
H: 22.9504 -34.3950 11.6776
C: 10.1370 -39.2150 11.7494
O: 12.3603 -38.7265 15.5404
H: 13.4361 -36.7709 11.3707
O: 11.7477 -34.8884 10.5396
H: 9.8054 -34.7886 9.5444
H: 13.0085 -40.6421 11.4703
H: 13.4869 -41.6865 15.9505
O: 15.9426 -34.3677 8.9957
H: 11.8494 -42.3302 15.7783
H: 19.2542 -35.9571 14.5689
C: 23.3110 -35.0166 10.8581
C: 10.4520 -38.5374 14.1117
H: 13.9217 -34.5376 9.5581
O: 18.7500 -34.8299 8.1584
H: 10.2786 -34.2163 11.9609
C: 13.4197 -38.2684 16.4315
C: 16.8682 -38.7395 12.6688
C: 20.2934 -35.3754 11.4880
H: 10.1128 -39.4671 14.5684
O: 13.4701 -34.6219 12.8831
C: 11.2353 -34.7350 11.8984
H: 11.1667 -35.7063 12.3883
H: 11.8370 -33.3790 13.4281
H: 13.1017 -43.4995 16.0114
H: 19.8642 -35.3701 6.4633
H: 18.3527 -35.3574 13.2369
O: 12.8793 -42.6761 11.4012
H: 14.1691 -33.6517 14.5082
O: 22.5834 -36.2050 10.8657
H: 10.4093 -36.3118 9.8258
H: 15.3112 -34.5467 13.3324
C: 19.3557 -35.3589 13.6634
H: 9.2653 -38.5983 11.5306
H: 17.1506 -35.8617 9.8921
H: 17.1495 -35.2571 6.9421
H: 9.8169 -40.1762 12.1515
C: 13.4419 -41.4718 12.0289
F: 18.8862 -39.6939 13.2250
H: 13.5659 -38.5881 11.3520
H: 10.8252 -37.4220 15.9072
O: 11.0256 -38.7551 12.7884
C: 16.6107 -35.6703 8.9647
H: 20.6650 -34.3507 11.4983
H: 21.0109 -35.8731 9.5605
H: 12.6442 -43.7202 9.6369


Molecular formula: C24H57N4O16
Method: DFT, ωB97M-V with the def2-TZVPD basis set

Values from the calculation:
lowest unoccupied orbital energy = -3.1 eV
F_max = 0.0520 hartree/bohr
gap between HOMO and LUMO = 7.1 eV
2S+1 = 1
E = -64524.004 eV
total charge = +1

Cartesian coordinates (Å):
O: 20.6422 21.6815 5.8339
C: 27.7148 17.0007 6.7525
O: 21.1411 23.9601 3.8504
O: 26.4373 22.5926 7.4131
H: 20.3312 19.8210 2.4444
H: 19.0788 16.4302 7.6319
H: 25.5195 20.8557 5.7463
H: 26.0110 18.8713 7.0529
C: 22.2567 17.8952 6.1617
C: 20.2432 19.4323 6.0576
H: 23.8307 26.1178 5.8318
H: 16.4595 21.8156 8.3154
C: 20.1667 23.3470 3.0479
H: 22.7370 17.2959 2.3763
C: 20.7332 18.1277 6.1748
N: 24.2729 18.6597 2.9386
H: 19.5692 23.3336 1.0483
H: 24.9232 22.6466 5.5608
H: 28.3787 21.9857 7.5690
O: 17.6087 16.4976 5.3039
H: 21.3072 23.4003 4.6251
H: 25.0022 16.7733 3.5847
H: 28.3344 20.6475 5.4677
C: 24.3670 20.0320 2.9682
H: 21.0332 15.5807 6.0458
C: 20.3991 23.7751 1.6132
N: 24.6122 15.6367 7.6321
C: 21.1154 20.5346 5.9212
H: 17.5482 23.5616 6.7073
H: 21.2630 13.9451 6.3125
O: 26.2802 20.2785 5.5454
C: 23.0587 18.3133 2.5053
H: 17.4873 14.6345 6.2034
H: 24.6621 25.0737 6.9059
O: 19.9991 17.1163 6.3578
H: 20.2671 22.2544 3.0194
H: 19.1757 19.5752 5.9568
O: 18.4764 15.9725 8.2489
H: 22.0369 24.0711 0.6565
C: 27.4157 21.5639 7.2497
C: 27.1034 17.5642 8.0124
O: 18.5118 21.7705 8.3041
C: 20.9507 20.1748 0.3871
H: 19.1361 21.2088 7.8310
O: 26.8146 16.1167 6.0394
H: 18.7872 21.8830 5.4934
H: 24.0901 24.2234 4.0384
O: 22.8225 24.4109 6.3372
H: 22.8628 23.4620 6.5132
H: 28.6020 16.3837 6.9385
H: 19.9518 20.1084 -0.0405
H: 16.4825 15.8076 8.4149
C: 23.1020 19.0133 6.1608
C: 24.7866 24.4842 4.8505
O: 25.5212 23.3091 5.1815
H: 22.8367 21.5128 2.4358
O: 25.8792 18.2609 7.8004
H: 17.1257 20.6102 7.2197
N: 20.5577 14.6812 6.3233
H: 27.1732 20.7447 7.9421
C: 17.1851 16.2279 7.6899
H: 21.2817 21.2052 0.4859
H: 15.9860 15.5038 6.0560
H: 24.1550 15.4708 8.5252
H: 25.3287 14.9291 7.4628
H: 24.1626 18.8200 6.0480
H: 26.0027 17.5866 2.3952
O: 22.5419 16.6674 6.2061
C: 25.3458 17.7499 3.2518
H: 26.4953 22.8788 8.3296
H: 28.1007 17.7805 6.0846
H: 20.1328 14.7778 7.2470
C: 17.0461 15.6360 6.2799
H: 18.4967 16.8112 5.5887
H: 19.1670 23.6236 3.3759
O: 17.8484 22.0480 5.2694
C: 27.4129 21.1308 5.7885
H: 16.1216 22.6868 6.2182
H: 21.6256 19.7263 -0.3481
H: 20.3417 24.8565 1.4853
H: 25.2216 20.5106 3.4160
H: 26.8923 16.7287 8.6859
O: 21.6763 23.3357 1.1560
N: 22.3627 19.4149 2.2477
H: 23.9407 15.7327 6.8393
C: 24.0148 25.0593 6.0199
H: 16.8910 17.2823 7.6649
C: 22.6207 20.3115 5.9670
C: 17.2692 21.6243 7.6097
H: 27.8488 18.2154 8.4751
H: 25.9711 18.1776 4.0356
H: 25.1173 16.5357 7.6011
H: 25.4402 25.2127 4.3676
H: 20.6681 18.3927 1.4433
C: 23.1637 20.4866 2.5280
C: 20.9990 19.3985 1.6948
C: 17.1937 22.5710 6.4087
H: 27.2892 15.7773 5.2757
H: 27.3112 22.0463 5.1978
H: 19.8962 14.4626 5.5753
O: 23.4704 21.2152 5.7990


Molecular formula: C24H59B4F16N5O3
Method: DFT, ωB97M-V with the def2-TZVPD basis set

Values from the calculation:
lowest unoccupied orbital energy = 0.0 eV
F_max = 0.0552 hartree/bohr
gap between HOMO and LUMO = 10.5 eV
2S+1 = 1
E = -85646.186 eV

Cartesian coordinates (Å):
F: 0.3964 -2.9057 4.2472
F: -0.4421 4.6430 1.2352
F: 2.5246 -3.5195 0.0490
C: 3.6505 0.3567 1.1215
H: 4.1682 -1.2261 -3.3122
F: -1.1127 -1.9692 2.6682
B: -4.0106 0.7545 -2.4002
H: 1.4639 1.2021 2.4387
H: -0.9881 -3.9815 0.0780
H: -2.4155 3.0791 -1.3444
C: 3.4338 -1.5396 2.6686
H: -3.1250 -2.4090 -5.0361
H: 2.9943 1.1417 0.6113
H: -2.0872 -4.3601 -1.1305
H: -1.7881 -3.2114 -5.6205
H: 4.2562 3.8691 0.3544
O: 2.3610 -0.3904 -3.9679
F: 4.7668 -4.1295 -0.1639
H: -3.5595 -1.5417 2.0883
H: -5.1313 -0.9879 2.3467
H: -2.5024 1.0246 0.4563
H: 3.4559 5.3213 -0.2171
C: 3.7875 -0.3830 -3.8497
C: -4.2162 -0.7795 1.8255
H: 3.7508 -2.2602 1.9052
F: -0.9710 3.2034 2.9376
H: 3.6894 0.8879 4.4242
C: 2.0675 0.4873 3.0258
H: -4.3273 -0.6908 0.7498
H: 1.8333 -0.4719 -2.0718
H: -0.4238 -0.6255 -2.9750
C: -0.5544 -2.7786 -1.5005
H: -2.4483 -0.2980 3.6288
N: 1.7950 3.3167 -1.8376
N: -0.3323 3.4364 -1.8728
C: 2.8855 1.4170 3.8849
C: 0.2291 -1.3834 -3.4298
C: -2.4067 0.8620 1.5208
F: -1.8395 -2.3951 4.8141
H: -2.3497 -1.7021 -2.9955
F: 0.1234 2.3810 1.0672
C: -1.0379 -4.1170 -0.9889
H: -1.5819 0.1283 1.7284
H: 0.7486 -1.5084 1.7641
H: 2.6921 3.1329 3.1110
H: 2.7819 -1.9809 3.4677
F: -3.0219 1.5016 -3.0380
H: 4.2552 -0.2950 -4.8722
H: -0.8186 2.2232 -3.4481
H: 4.2634 -1.0724 3.2294
H: 2.0198 -1.6557 0.5109
H: 0.9589 -0.0516 0.7122
C: 1.7129 -1.1006 -2.9511
H: 3.7143 2.6048 -1.3542
C: -4.6651 1.6350 1.8804
C: 1.5288 -0.9555 1.1593
C: -1.8749 -2.5815 -3.4640
H: 2.2191 1.6264 4.6833
H: -1.6733 -1.5047 -5.2201
H: -0.2432 -4.8077 -3.5372
C: -1.7229 3.9021 -1.6237
B: -0.0652 3.5200 1.9896
C: -2.0801 -2.4416 -4.9464
C: 3.3861 4.2499 -0.1915
C: -4.2151 -0.0805 4.7305
H: 3.6755 4.1489 -2.3519
N: -3.7069 0.5098 2.2332
H: -0.4084 -5.0308 -1.1315
O: 3.4362 2.5249 3.1758
H: 0.5375 -3.7243 -4.6929
H: -3.5388 0.2260 5.6054
C: 3.2750 3.5798 -1.4955
F: 3.8698 -2.1599 -1.1859
H: -4.7718 1.5463 0.8022
H: -5.5774 1.5176 2.4261
H: 1.2809 -3.8795 -3.0087
F: -4.1389 1.2491 -1.0596
B: -0.7298 -1.9501 4.0620
H: -1.7363 4.6250 -0.8062
H: 2.2242 -2.0007 -2.6500
O: -4.4999 -1.4903 4.6579
H: 0.2724 -1.3424 -4.4784
F: -0.3885 -0.6225 4.3944
H: 4.1800 -0.1868 0.3208
H: -3.7981 -2.0315 5.0016
H: 0.3703 -2.6211 -0.9294
F: -3.5467 -0.5863 -2.2183
C: 0.7642 3.8932 -1.2607
H: -4.1538 2.4874 2.1830
H: -2.3640 -3.4672 -3.0798
H: -2.1753 4.3551 -2.4988
H: -5.0702 0.5595 4.7633
F: 1.2181 3.8202 2.5609
C: -3.2577 0.4405 3.6504
H: 4.3446 0.8270 1.7673
H: 2.5601 3.9328 0.4602
H: 0.8515 4.4736 -0.3530
F: 3.2540 -4.3400 -1.9315
C: 0.3681 -3.8423 -3.6357
C: 1.3509 2.5226 -2.8907
H: 4.1080 0.4940 -3.2415
H: -2.0392 1.7850 2.0588
B: 3.6715 -3.5460 -0.8186
C: 0.0206 2.5729 -2.8831
H: 1.5305 -0.1864 3.6647
N: -0.3941 -2.6682 -3.0642
N: 2.7100 -0.4292 2.0006
F: -5.2075 0.8293 -3.0686
H: 1.9595 1.8739 -3.5351
H: -2.8914 1.4782 3.9793
H: -1.3210 -1.9821 -1.2515